Computed, not measured: the molecule C21H22N2O5, with wB97M-V/def2-TZVPD.

Geometry as XYZ:
```
50
Properties=species:S:1:pos:R:3:forces:R:3
C -0.11455 2.41375 -0.43054 -0.44 -0.15 -0.04
C -1.29865 1.90156 -1.22889 0.41 0.08 -0.46
O -2.38481 1.66970 -0.32890 0.13 0.13 0.39
C -3.49601 1.15364 -0.85895 -0.41 0.03 -0.07
O -3.61365 0.89801 -2.02812 0.07 -0.02 -0.12
C -4.60777 0.98130 0.17150 0.00 0.01 -0.01
C -5.45086 -0.25430 -0.17861 0.11 -0.01 -0.07
C -4.85060 -1.49382 0.50364 -0.33 -0.25 -0.22
N -3.42329 -1.31019 0.66816 -0.05 -0.04 -0.05
C -2.60268 -1.87875 -0.24365 -0.30 -0.25 0.21
O -3.02175 -2.63816 -1.10366 0.22 0.08 -0.19
C -1.15098 -1.58355 -0.22394 0.76 -0.24 -1.11
C -0.32579 -1.75424 -1.29385 -0.70 -0.01 0.43
C 0.97523 -1.35530 -0.87132 0.35 0.21 0.43
C 2.22901 -1.25472 -1.42747 -0.42 -0.01 0.25
C 3.26804 -0.77866 -0.60584 -0.02 0.12 0.36
C 4.58753 -0.64117 -1.07212 0.47 0.14 0.15
C 5.59074 -0.17356 -0.25377 -0.40 -0.20 -0.38
O 6.82984 -0.08319 -0.80802 -0.20 -0.08 -0.14
C 7.90107 0.37501 -0.01818 0.17 0.07 0.12
C 5.29150 0.17976 1.08054 0.09 0.05 0.11
C 4.01857 0.05919 1.56089 0.19 0.01 -0.08
C 2.97307 -0.42026 0.74843 0.19 -0.10 -0.46
N 1.74057 -0.51664 1.28793 -1.14 -0.23 0.15
C 0.81255 -0.96961 0.49711 1.44 0.19 -0.42
O -0.47410 -1.11542 0.87262 -0.31 0.01 0.45
C -3.09573 -0.33117 1.67981 0.29 0.32 0.52
C -4.06803 0.85870 1.59608 0.00 0.03 -0.13
H 0.17245 1.69478 0.33241 0.08 -0.05 0.08
H 0.72964 2.57515 -1.09480 0.10 0.03 -0.06
H -0.36827 3.35129 0.05695 0.04 0.12 0.05
H -1.61700 2.63006 -1.98302 0.03 -0.14 0.08
H -1.06151 0.96394 -1.74475 -0.07 0.16 0.06
H -5.22693 1.88102 0.08398 0.08 -0.04 -0.03
H -5.43937 -0.38162 -1.26173 -0.09 -0.01 0.06
H -6.48300 -0.11875 0.14400 -0.02 0.02 0.01
H -5.28822 -1.64691 1.49410 0.03 -0.02 -0.02
H -5.01158 -2.38552 -0.10254 -0.05 0.10 0.18
H -0.62513 -2.11281 -2.25715 -0.18 -0.10 -0.16
H 2.42246 -1.52711 -2.45454 0.02 -0.03 -0.10
H 4.82495 -0.90892 -2.09016 0.06 -0.03 -0.13
H 8.07665 -0.27810 0.84255 -0.01 0.04 -0.03
H 7.73858 1.40092 0.32761 0.01 -0.05 0.00
H 8.77372 0.35118 -0.66903 -0.03 0.02 0.10
H 6.06841 0.54768 1.73204 0.06 0.03 0.05
H 3.78081 0.32508 2.57856 -0.02 0.03 0.11
H -3.16349 -0.80439 2.66778 0.05 0.07 -0.06
H -2.07674 0.01954 1.54564 -0.25 -0.05 0.07
H -3.55074 1.77048 1.89096 -0.03 -0.04 0.08
H -4.91413 0.71511 2.27025 -0.01 0.03 0.02
```
Positions in Å, forces in eV/Å.

Kohn-Sham gap: 7.77 eV
SMILES: CCOC(=O)C1CCN(C(=O)c2cc3cc4cc(OC)ccc4nc3o2)CC1
DFT total energy: -1299.1755 a.u.
Strongest force on any atom: 1.52 eV/A
E_LUMO: -0.38 eV

---

Computed, not measured: C43H43I2N7OSbTi as an isolated structure, with wB97M-V/def2-TZVPD.

Geometry as XYZ:
```
98
Properties=species:S:1:pos:R:3:forces:R:3
Ti 0.59292 0.36475 -0.26994 -0.98 -0.33 -0.02
I 6.58346 -4.43751 -2.14853 -0.01 0.02 0.01
C 4.91434 -3.20767 -1.85567 0.12 -0.03 -0.11
C 4.62824 -2.21040 -2.77613 -0.13 0.07 0.06
C 3.51131 -1.42429 -2.56204 -0.25 0.09 0.17
I 3.05250 0.11483 -3.90139 -0.02 -0.09 0.10
C 2.64229 -1.59262 -1.44797 -0.37 0.10 0.04
O 1.57234 -0.85409 -1.30830 2.06 -0.35 -1.27
C 2.98934 -2.59965 -0.52183 0.09 -0.02 0.16
C 2.23710 -2.87280 0.78619 -0.08 0.22 -0.42
N 1.07247 -2.03823 1.07476 0.05 0.15 0.52
C 1.17709 -1.29480 2.32633 0.21 -0.05 -0.22
C 2.32064 -0.31445 2.12438 -0.14 -0.39 0.49
C 3.39665 -0.24586 2.99486 -0.36 -0.14 0.19
C 4.52490 0.46255 2.62686 0.22 -0.06 0.28
C 4.57565 0.99197 1.36211 -0.01 0.16 -0.50
C 3.44333 0.90048 0.56148 0.48 0.43 -0.09
N 2.30988 0.34112 0.95927 1.12 -0.21 0.79
C 4.11398 -3.39036 -0.74822 -0.18 0.02 0.20
H 5.26049 -2.04469 -3.63776 -0.04 0.00 0.02
H 2.96503 -2.74840 1.59019 0.05 -0.06 0.10
H 1.95197 -3.92721 0.80036 -0.03 -0.09 -0.01
H 0.20595 -2.54678 0.98330 -0.11 0.13 -0.08
H 1.39329 -1.91436 3.20453 0.07 -0.08 0.09
H 0.23311 -0.78188 2.49239 -0.10 0.09 0.04
H 3.35004 -0.77304 3.94042 -0.02 0.01 -0.05
H 5.36922 0.54997 3.30176 -0.04 -0.04 -0.04
H 5.46549 1.47499 0.98101 -0.08 0.02 -0.01
H 3.44690 1.29541 -0.44366 0.00 0.16 -0.08
H 4.36555 -4.16031 -0.02461 -0.02 0.02 -0.03
C 3.91598 5.06004 -0.25213 -0.07 -0.09 -0.02
C 3.62966 4.61394 -1.54151 -0.08 -0.03 0.04
C 2.59169 3.71902 -1.76185 0.21 0.04 0.00
C 1.82570 3.22688 -0.69949 -0.23 -0.13 -0.06
C 2.10825 3.69295 0.58237 0.05 0.08 0.11
C 3.14446 4.59641 0.80513 -0.03 -0.04 -0.04
N 0.82343 2.25350 -0.92473 -0.10 0.51 -0.44
C -0.26337 2.66570 -1.70272 0.09 0.02 0.10
C -0.56610 3.99750 -2.00906 0.07 0.01 0.08
C -1.67924 4.33431 -2.77104 0.06 0.00 -0.02
C -2.51362 3.34060 -3.25979 0.03 -0.06 0.01
C -2.24226 2.01103 -2.95444 -0.07 0.04 0.09
C -1.15665 1.66571 -2.15416 0.06 -0.23 -0.08
N -0.85114 0.33711 -1.75702 -0.51 0.40 -0.62
N -1.48782 -0.54927 -2.49648 -0.02 -0.32 -0.24
C -1.13086 -1.87160 -2.47665 -0.11 -0.04 0.03
C -1.57467 -2.60803 -3.60873 0.02 0.05 0.01
C -1.14526 -3.89602 -3.80291 -0.08 0.02 0.00
C -0.30247 -4.48321 -2.85228 -0.04 0.01 -0.07
C -0.00131 -3.73376 -1.73361 -0.07 0.18 0.15
N -0.41167 -2.48126 -1.51351 -0.22 -0.21 -0.03
H 4.72520 5.76008 -0.07870 -0.03 -0.02 -0.01
H 4.22274 4.96326 -2.38058 -0.04 -0.02 0.04
H 2.37497 3.36596 -2.76239 -0.02 -0.01 0.00
H 1.50263 3.33740 1.40686 -0.01 0.00 0.00
H 3.34345 4.94264 1.81456 -0.02 -0.03 -0.05
H 0.07593 4.78061 -1.62581 0.01 0.00 -0.04
H -1.88707 5.37817 -2.98576 0.03 -0.07 0.04
H -3.37322 3.59571 -3.86937 0.03 -0.04 0.02
H -2.87799 1.21836 -3.31939 -0.01 -0.03 -0.01
H -2.20491 -2.09412 -4.32199 0.01 -0.03 -0.02
H -1.44970 -4.44867 -4.68565 0.01 0.04 0.03
H 0.09208 -5.48327 -2.97457 -0.02 0.02 0.03
H 0.61859 -4.17734 -0.95270 -0.10 0.05 -0.05
C -2.35028 -4.72432 1.08830 -0.08 0.13 0.09
C -2.70787 -3.51108 1.95279 0.10 -0.20 -0.15
Sb -2.55386 -1.55798 0.98617 -0.37 -0.20 0.37
C -4.39054 -1.88196 -0.10864 0.02 0.17 -0.25
C -4.77582 -0.71018 -1.02443 0.06 -0.12 0.10
C -3.50705 -0.68673 2.74621 -0.10 0.28 -0.08
C -4.67124 0.27307 2.45579 0.13 -0.16 0.03
H -2.46638 -5.66068 1.64443 0.00 0.03 -0.04
H -1.31867 -4.67955 0.73442 0.02 0.02 -0.03
H -2.98851 -4.78710 0.20205 0.06 0.02 0.04
H -2.06934 -3.47374 2.84253 -0.05 0.01 -0.03
H -3.74263 -3.57893 2.30324 0.06 -0.01 -0.01
H -5.17432 -2.10369 0.62109 0.02 -0.03 -0.04
H -4.21711 -2.78650 -0.70098 -0.04 0.06 0.03
H -5.02244 0.18504 -0.44570 0.03 -0.07 -0.04
H -5.64754 -0.95542 -1.64014 0.03 0.02 0.04
H -3.95290 -0.45273 -1.69803 -0.04 -0.03 0.05
H -2.71548 -0.16507 3.29410 -0.07 0.00 -0.02
H -3.85143 -1.51949 3.36827 0.05 0.06 -0.04
H -4.37268 1.07426 1.77743 -0.01 -0.05 0.05
H -5.03606 0.74601 3.37283 0.02 -0.03 -0.02
H -5.51410 -0.25347 1.99867 0.06 0.03 0.02
N -2.98293 5.28963 4.25952 0.07 -0.10 -0.08
C -2.50330 4.44009 3.64665 0.10 -0.26 -0.16
C -1.89798 3.36558 2.88620 -0.12 0.25 0.20
C -0.76999 2.70977 3.36607 0.08 -0.01 0.03
C -0.16698 1.72376 2.59484 -0.10 0.01 0.01
C -0.63863 1.28743 1.33898 -0.16 0.49 0.88
C -1.83467 1.92897 0.95713 -0.08 -0.15 -0.09
C -2.43075 2.95718 1.66629 -0.10 0.05 0.01
H -0.35569 2.98972 4.32829 0.01 0.00 -0.03
H 0.73499 1.29718 3.01908 0.10 -0.01 0.01
H -2.33509 1.62249 0.04544 0.03 0.05 -0.12
H -3.31359 3.45145 1.27707 -0.01 -0.05 0.00
```
Positions in Å, forces in eV/Å.

Kohn-Sham gap (alpha / beta): 5.32 / 6.36 eV
Net charge: -1
⟨S²⟩: 2.0244
DFT total energy: -3808.0780 a.u.
Strongest force on any atom: 2.44 eV/A
E_LUMO (alpha / beta): 1.94 / 1.94 eV
Spin multiplicity: 3

---

Computed, not measured: a 2-piece molecular cluster, C5H14NO2 overall, with wB97M-V/def2-TZVPD.

Geometry as XYZ:
```
22
Properties=species:S:1:pos:R:3:forces:R:3
C 1.77280 -1.26731 -0.44018 -0.60 -0.30 -2.99
N 1.07248 0.00280 -0.68944 -0.77 0.34 1.23
C -1.98747 -1.77311 0.21185 1.13 0.55 -2.63
C -0.98085 -0.72623 0.69112 0.20 0.28 1.93
C -0.38158 0.07988 -0.49661 0.26 -0.28 -0.66
C -0.78903 1.59450 -0.44406 0.04 -0.12 0.69
O -0.23673 2.44335 0.51166 -0.69 -1.03 -0.58
H 1.31864 -2.10239 0.06979 -0.75 0.26 0.91
H 2.72404 -1.06484 -0.01459 0.84 0.12 0.27
H 1.88685 -1.71689 -1.46991 0.50 0.29 0.89
H 1.45132 0.73456 -0.09511 0.54 -0.54 -0.12
H -2.62930 -2.32104 0.85156 -0.63 0.18 1.21
H -2.55372 -1.16917 -0.55246 -0.13 -1.07 0.72
H -1.48099 -2.57773 -0.35549 -0.01 0.44 -0.02
H -1.54190 -0.07057 1.39605 0.30 0.02 -0.62
H -0.13966 -1.07045 1.36774 -0.87 -0.08 -1.01
H -0.86151 -0.24229 -1.47761 0.25 0.14 1.16
H -0.33601 1.98155 -1.37697 -0.42 0.19 -0.13
H -1.87629 1.64148 -0.34565 0.02 0.22 -0.60
H 2.08209 3.04989 1.34639 1.55 -0.86 -0.48
H 1.17381 2.28015 0.57840 3.57 -0.34 0.02
O 2.31303 2.29385 0.73353 -4.34 1.60 0.80
```
Positions in Å, forces in eV/Å.

Kohn-Sham gap (alpha / beta): 9.73 / 6.07 eV
⟨S²⟩: 0.7546
DFT total energy: -403.9870 a.u.
Strongest force on any atom: 4.69 eV/A
E_LUMO (alpha / beta): 0.83 / -2.83 eV
Spin multiplicity: 2

---

Computed, not measured: the molecule C2H4O2S2, with wB97M-V/def2-TZVPD.

Geometry as XYZ:
```
10
Properties=species:S:1:pos:R:3:forces:R:3
O 0.66304 -1.56272 -0.25580 -0.82 -2.61 -1.68
C 0.56596 -0.29303 0.11597 -2.69 3.09 -0.53
S 2.15539 0.53159 0.42770 -1.64 -0.47 -0.32
C -0.66226 0.38449 0.12587 4.04 -2.45 0.35
O -0.76880 1.57975 0.73356 -2.38 0.55 -1.04
S -2.10945 -0.45183 -0.52269 0.51 1.26 0.80
H -0.12968 -1.91370 -0.78050 1.57 0.95 1.11
H 2.13387 -0.09236 1.58063 0.77 -0.17 0.99
H 0.00591 1.78399 1.22696 1.28 0.05 0.52
H -2.77452 0.62805 -0.09689 -0.63 -0.18 -0.20
```
Positions in Å, forces in eV/Å.

Kohn-Sham gap: 8.25 eV
SMILES: O/C(S)=C(/O)S
DFT total energy: -1025.4005 a.u.
Strongest force on any atom: 4.74 eV/A
E_LUMO: 0.49 eV